Computed, not measured: a cluster of 3 separate species, C9H13N3O6 in total in a non-equilibrium geometry, with ωB97M-V with the def2-TZVPD basis set.

SMILES ... C[N+](=O)[O-].C[N+](=O)[O-].O=COCc1ccccn1
Gap between HOMO and LUMO ... 9.46 eV
Energy relative to the best compared isomer or geometry (same formula, charge and spin) ... 673.5 kJ/mol
Net charge ... 0
Lowest unoccupied orbital energy ... -0.03 eV
Highest occupied orbital energy ... -0.34852 Ha

```
31
Properties=species:S:1:pos:R:3:nbo_charge:R:1
C 1.646 5.343 -3.228 -0.48
N 1.087 4.050 -2.748 0.54
O 1.518 3.031 -3.240 -0.37
O 0.230 4.107 -1.891 -0.38
H 2.393 5.135 -3.985 0.23
H 0.823 5.921 -3.638 0.24
H 2.086 5.844 -2.371 0.24
C -2.716 -5.018 -0.803 -0.49
N -1.587 -4.185 -1.299 0.54
O -1.583 -3.007 -1.003 -0.39
O -0.747 -4.742 -1.967 -0.37
H -3.382 -4.388 -0.226 0.23
H -3.222 -5.430 -1.671 0.24
H -2.293 -5.806 -0.188 0.24
O -1.700 -1.498 4.118 -0.54
C -1.351 -1.699 2.981 0.64
O -0.202 -2.377 2.716 -0.50
C 0.463 -1.902 1.535 -0.11
C 0.712 -0.415 1.554 0.15
C 0.673 0.265 0.365 -0.25
C 0.872 1.610 0.256 -0.16
C 1.095 2.260 1.455 -0.26
C 1.124 1.506 2.592 0.04
N 0.958 0.204 2.696 -0.41
H -1.963 -1.382 2.118 0.11
H 1.389 -2.464 1.430 0.22
H -0.162 -2.168 0.671 0.20
H 0.474 -0.298 -0.541 0.22
H 0.831 2.133 -0.685 0.24
H 1.232 3.330 1.472 0.22
H 1.300 2.039 3.524 0.19
```

***

Computed, not measured: an isolated molecule of C4H6N2S2 in a non-equilibrium geometry, with ωB97M-V with the def2-TZVPD basis set.

SMILES ... S=C1CNNC(=S)C1
Gap between HOMO and LUMO ... 8.02 eV
Energy relative to the best compared isomer or geometry (same formula, charge and spin) ... 180.9 kJ/mol
Net charge ... 0
Lowest unoccupied orbital energy ... -0.50 eV
Highest occupied orbital energy ... -0.31291 Ha

```
14
Properties=species:S:1:pos:R:3:nbo_charge:R:1
S 2.559 -0.978 -0.187 0.07
C 1.233 -0.084 0.102 -0.03
C 1.172 1.359 -0.269 -0.33
N -0.032 1.945 0.327 -0.44
N -1.158 1.195 -0.060 -0.43
C -1.201 -0.143 0.102 0.09
S -2.576 -0.940 -0.223 -0.13
C 0.033 -0.652 0.750 -0.58
H 2.075 1.860 0.077 0.25
H 1.106 1.435 -1.382 0.22
H -0.180 2.829 -0.155 0.37
H -1.919 1.672 -0.530 0.41
H 0.025 -0.233 1.766 0.27
H 0.075 -1.731 0.807 0.27
```

***

Computed, not measured: an isolated molecule of C23H32N4O2, with ωB97M-V with the def2-TZVPD basis set.

SMILES ... CCCCCCC(CC(=O)NCc1cccnc1)CC(=O)NCc1cccnc1
Gap between HOMO and LUMO ... 9.66 eV
Energy relative to the best compared isomer or geometry (same formula, charge and spin) ... 95.0 kJ/mol
Net charge ... 0
Lowest unoccupied orbital energy ... 0.36 eV
Highest occupied orbital energy ... -0.34193 Ha

```
61
Properties=species:S:1:pos:R:3:nbo_charge:R:1
C -5.007 -0.846 2.677 -0.60
C -3.794 0.000 3.045 -0.41
C -3.942 1.433 2.537 -0.39
C -2.835 2.372 3.021 -0.38
C -1.419 1.945 2.633 -0.42
C -1.226 1.867 1.120 -0.39
C 0.222 1.633 0.667 -0.18
C 0.818 0.345 1.257 -0.50
C -0.008 -0.870 0.872 0.69
O -0.894 -1.317 1.573 -0.65
N 0.291 -1.381 -0.342 -0.63
C -0.355 -2.568 -0.861 -0.25
C 0.573 -3.754 -0.856 -0.07
C 1.779 -3.722 -1.550 -0.19
C 2.605 -4.832 -1.511 -0.25
C 2.193 -5.936 -0.780 0.03
N 1.052 -5.976 -0.114 -0.41
C 0.270 -4.913 -0.149 0.04
C 1.132 2.833 1.005 -0.50
C 2.367 2.757 0.133 0.69
O 3.407 2.236 0.475 -0.63
N 2.192 3.290 -1.106 -0.62
C 3.106 2.993 -2.193 -0.25
C 2.620 1.768 -2.922 -0.07
C 2.056 1.816 -4.190 -0.16
C 1.524 0.658 -4.736 -0.25
C 1.546 -0.500 -3.975 0.04
N 2.085 -0.558 -2.766 -0.46
C 2.624 0.540 -2.267 0.03
H -5.134 -0.880 1.597 0.20
H -5.915 -0.433 3.115 0.19
H -4.884 -1.864 3.037 0.21
H -2.902 -0.460 2.618 0.23
H -3.680 0.014 4.131 0.19
H -3.973 1.428 1.446 0.19
H -4.899 1.833 2.884 0.20
H -2.885 2.437 4.110 0.20
H -3.028 3.373 2.623 0.19
H -0.718 2.668 3.056 0.20
H -1.211 0.971 3.072 0.22
H -1.588 2.793 0.663 0.19
H -1.832 1.048 0.733 0.22
H 0.199 1.522 -0.427 0.20
H 1.846 0.229 0.911 0.23
H 0.829 0.416 2.344 0.23
H 1.075 -1.032 -0.875 0.42
H -0.693 -2.366 -1.885 0.20
H -1.221 -2.762 -0.225 0.24
H 2.064 -2.840 -2.107 0.23
H 3.548 -4.840 -2.037 0.22
H 2.801 -6.829 -0.719 0.19
H -0.649 -4.989 0.418 0.19
H 1.436 2.788 2.050 0.24
H 0.599 3.767 0.826 0.21
H 1.271 3.610 -1.364 0.39
H 4.082 2.806 -1.737 0.25
H 3.170 3.854 -2.863 0.21
H 2.033 2.745 -4.742 0.22
H 1.087 0.658 -5.722 0.22
H 1.116 -1.423 -4.341 0.20
H 3.077 0.447 -1.288 0.22
```

***

Computed, not measured: a structure of composition C20H30NPTc in a non-equilibrium geometry, with ωB97M-V with the def2-TZVPD basis set.

Gap between HOMO and LUMO (spin up / spin down) ... 6.19 / 4.97 eV
Spin multiplicity ... 4
Net charge ... +2
Lowest unoccupied orbital energy (spin up / spin down) ... -7.39 / -9.02 eV
Highest occupied orbital energy (spin up / spin down) ... -0.49916 / -0.51398 Ha

```
53
Properties=species:S:1:pos:R:3:nbo_charge:R:1
C 3.643 0.262 2.290 -0.17
C 2.521 1.076 2.428 -0.18
C 1.369 0.885 1.653 -0.07
C 1.254 -0.279 0.852 -0.27
C 2.424 -1.033 0.649 -0.03
C 3.582 -0.788 1.384 -0.20
C 0.338 1.957 1.759 -0.43
C 0.812 3.363 1.277 -0.25
N 1.217 3.451 -0.096 0.02
Tc -0.464 -1.267 0.106 0.57
C 2.454 -2.151 -0.343 -0.72
P 0.946 -2.055 -1.411 1.09
H 2.523 1.903 3.142 0.22
H 4.442 -1.438 1.225 0.24
H 4.548 0.451 2.868 0.25
H 2.474 -3.135 0.148 0.26
H 3.326 -2.087 -1.009 0.25
H -0.575 1.677 1.236 0.24
H 0.082 2.091 2.822 0.26
H -0.054 4.037 1.388 0.25
C 0.893 -3.703 -2.134 -0.96
C 1.562 -0.926 -2.694 -0.94
H 1.621 3.737 1.924 0.25
C 2.577 3.359 -0.529 -0.47
C 0.217 3.613 -1.112 -0.47
H -1.394 -1.258 -1.355 0.13
H 2.961 4.346 -0.853 0.28
H 3.231 2.970 0.267 0.26
H 2.647 2.701 -1.414 0.25
H 0.435 4.499 -1.734 0.28
H 0.185 2.738 -1.790 0.25
H -0.764 3.754 -0.633 0.24
H 2.652 -1.019 -2.760 0.26
H 1.108 -1.193 -3.653 0.26
H 1.303 0.111 -2.449 0.24
H 1.902 -4.133 -2.166 0.27
H 0.242 -4.346 -1.528 0.27
H 0.488 -3.633 -3.149 0.27
H -1.127 -0.533 -1.306 0.12
C -2.066 -0.061 0.798 -0.69
C -3.322 -0.857 0.604 -0.09
C -3.528 -2.070 1.285 -0.22
C -4.680 -2.831 1.035 -0.19
C -5.642 -2.374 0.127 -0.17
C -5.469 -1.135 -0.515 -0.18
C -4.325 -0.380 -0.266 -0.20
H -2.128 0.878 0.233 0.21
H -1.916 0.158 1.863 0.25
H -2.763 -2.418 1.988 0.21
H -4.828 -3.774 1.567 0.24
H -6.533 -2.972 -0.076 0.24
H -6.236 -0.755 -1.193 0.24
H -4.167 0.586 -0.751 0.21
```

***

Computed, not measured: an isolated molecule of C5H9NO, with ωB97M-V with the def2-TZVPD basis set.

SMILES ... C=NC[C@H](C)C=O
Gap between HOMO and LUMO ... 10.49 eV
Energy relative to the best compared isomer or geometry (same formula, charge and spin) ... 170.3 kJ/mol
Net charge ... 0
Lowest unoccupied orbital energy ... 0.97 eV
Highest occupied orbital energy ... -0.34955 Ha

```
16
Properties=species:S:1:pos:R:3:nbo_charge:R:1
C -0.249 1.740 -2.174 -0.04
N 0.335 1.192 -1.198 -0.40
C -0.467 0.650 -0.116 -0.25
C 0.068 -0.734 0.256 -0.34
C -0.520 -1.240 1.579 -0.60
C 1.579 -0.669 0.383 0.47
O 2.321 -1.567 0.069 -0.52
H 0.351 2.149 -2.987 0.18
H -1.342 1.838 -2.254 0.14
H -1.544 0.607 -0.349 0.18
H -0.345 1.321 0.747 0.20
H -0.153 -1.450 -0.543 0.22
H -0.246 -0.578 2.410 0.21
H -0.147 -2.243 1.807 0.23
H -1.613 -1.283 1.531 0.22
H 1.971 0.267 0.839 0.11
```

***

Computed, not measured: a cluster of 2 separate species, C4H7NO2 in total, with ωB97M-V with the def2-TZVPD basis set.

SMILES ... O=C1CC/C1=N/O.[H][H]
Gap between HOMO and LUMO ... 9.50 eV
Energy relative to the best compared isomer or geometry (same formula, charge and spin) ... 418.5 kJ/mol
Net charge ... 0
Lowest unoccupied orbital energy ... -0.10 eV
Highest occupied orbital energy ... -0.35276 Ha

```
14
Properties=species:S:1:pos:R:3:nbo_charge:R:1
O -0.772 2.050 0.235 -0.48
C -0.502 0.926 -0.093 0.54
C -1.347 -0.246 -0.585 -0.51
C -0.060 -1.116 -0.701 -0.44
C 0.756 0.117 -0.347 0.07
N 2.013 0.287 -0.294 -0.07
O 2.344 1.569 0.059 -0.53
H -2.174 -0.601 0.035 0.24
H -1.719 0.091 -1.551 0.24
H 0.043 -1.909 0.050 0.23
H 0.121 -1.549 -1.688 0.23
H 3.310 1.541 0.085 0.48
H -1.142 -0.925 2.402 0.00
H -0.872 -0.233 2.393 0.01
```

***

The highest net charge belongs to which entry? C20H30NPTc

***

Among the records above, which one has the highest net charge? C20H30NPTc

***

Which value of net charge does entry 3 give? 0

***

What is the net charge in the fifth record? 0